Record 1
This record from the OMol25 dataset describes one molecule with the formula C5H6O. The level of theory is ωB97M-V/def2-TZVPD.

The calculation puts the HOMO energy at -9.54 eV. The SMILES is C=C=CCC=O. Its net charge is 0. The energy above the lowest of the compared OMol25 structures with the same formula, charge and spin is 175.3 kJ/mol. Its orbital gap is 0.3852 Eh. As for the spin multiplicity: 1.

Geometry as XYZ:
```
12
C5H6O, DFT ωB97M-V/def2-TZVPD
C -0.24 2.58 -0.41
C -0.33 1.29 -0.58
C -0.19 0.00 -0.67
C -0.21 -0.85 0.57
C 0.59 -2.12 0.42
O 1.21 -2.42 -0.57
H 0.78 2.95 -0.41
H -1.07 3.27 -0.29
H -0.03 -0.47 -1.63
H 0.16 -0.30 1.44
H -1.24 -1.14 0.82
H 0.57 -2.79 1.30
```

Record 2
This record from the OMol25 dataset describes C5H6O as an isolated structure. The level of theory is ωB97M-V/def2-TZVPD.

The calculation puts the HOMO energy at -8.39 eV. Its net charge is 0. The energy above the lowest of the compared OMol25 structures with the same formula, charge and spin is 406.5 kJ/mol. Its orbital gap is 0.3380 Eh. As for the spin multiplicity: 1.

Geometry as XYZ:
```
12
C5H6O, DFT ωB97M-V/def2-TZVPD
C 1.13 0.82 -0.29
C -0.36 0.58 -0.26
O -1.23 1.22 -0.77
C -0.55 -1.38 -0.55
C -0.77 -0.96 0.75
C -0.71 0.00 1.54
H 1.44 0.89 -1.33
H 1.69 0.03 0.21
H 1.33 1.78 0.19
H 0.33 -1.98 -0.77
H -1.39 -1.45 -1.23
H -0.90 0.46 2.49
```

Record 3
This record from the OMol25 dataset describes one molecule with the formula C5H6O. The level of theory is ωB97M-V/def2-TZVPD.

The calculation puts the HOMO energy at -10.42 eV. Its net charge is 0. The energy above the lowest of the compared OMol25 structures with the same formula, charge and spin is 373.9 kJ/mol. Its orbital gap is 0.3555 Eh. As for the spin multiplicity: 1.

Geometry as XYZ:
```
12
C5H6O, DFT ωB97M-V/def2-TZVPD
C 0.46 -0.40 1.37
C 0.89 -0.10 -0.07
C -0.29 -0.26 -1.03
C -0.35 -1.27 -1.85
C -1.32 0.83 -1.02
O -2.50 0.66 -0.87
H -0.37 0.24 1.67
H 0.13 -1.44 1.46
H 1.29 -0.24 2.06
H 1.70 -0.78 -0.38
H 1.27 0.92 -0.17
H -0.89 1.84 -1.16
```

Record 4
This record from the OMol25 dataset describes one molecule with the formula C5H6O in a non-equilibrium geometry. The level of theory is ωB97M-V/def2-TZVPD.

The calculation puts the HOMO energy (alpha / beta) at -8.70 / -9.78 eV. Its net charge is 0. The energy above the lowest of the compared OMol25 structures with the same formula, charge and spin is 582.9 kJ/mol. Its orbital gap (alpha / beta) is 0.2598 / 0.3393 Eh. As for the spin multiplicity: 1.

Geometry as XYZ:
```
12
C5H6O, DFT ωB97M-V/def2-TZVPD
C -1.11 -0.18 -2.45
C -0.43 -0.31 -1.46
C 0.54 -0.60 -0.37
C 0.65 0.63 0.75
C -0.42 0.32 1.63
O 0.27 -1.60 0.44
H -1.71 -0.07 -3.33
H 1.54 -0.61 -0.84
H 1.60 0.25 1.15
H 0.78 1.71 0.56
H -1.05 -0.54 1.45
H -0.66 0.99 2.47
```

Record 5
This record from the OMol25 dataset describes one molecule with the formula C5H6O in a non-equilibrium geometry. The level of theory is ωB97M-V/def2-TZVPD.

The calculation puts the HOMO energy at -10.02 eV. The SMILES is CCC#CC=O. Its net charge is 0. The energy above the lowest of the compared OMol25 structures with the same formula, charge and spin is 366.3 kJ/mol. Its orbital gap is 0.3675 Eh. As for the spin multiplicity: 1.

Geometry as XYZ:
```
12
C5H6O, DFT ωB97M-V/def2-TZVPD
C -1.13 0.44 0.22
C -0.89 -1.07 -0.12
C 0.56 -1.43 0.03
C 1.22 -0.42 0.22
C 2.02 0.74 0.30
O 1.66 1.89 0.25
H -1.31 0.55 1.29
H -0.35 1.20 -0.01
H -2.00 0.75 -0.35
H -1.18 -1.32 -1.14
H -1.47 -1.67 0.58
H 3.06 0.41 0.40
```

Record 6
This record from the OMol25 dataset describes one molecule with the formula C5H6O in a non-equilibrium geometry. The level of theory is ωB97M-V/def2-TZVPD.

The calculation puts the HOMO energy at -9.91 eV. The SMILES is C#CC1COC1. Its net charge is 0. The energy above the lowest of the compared OMol25 structures with the same formula, charge and spin is 335.3 kJ/mol. Its orbital gap is 0.4010 Eh. As for the spin multiplicity: 1.

Geometry as XYZ:
```
12
C5H6O, DFT ωB97M-V/def2-TZVPD
C -1.35 1.77 -1.63
C -0.86 1.11 -0.72
C -0.38 0.02 0.22
C 0.93 0.17 1.06
O 1.07 -1.33 1.00
C 0.23 -1.29 -0.24
H -1.83 2.50 -2.31
H -1.23 -0.15 1.01
H 1.74 0.56 0.50
H 0.83 0.46 2.08
H -0.42 -2.28 -0.28
H 0.94 -1.24 -1.14
```